Computed, not measured: 2 unconnected molecules or ions with the total composition C2H4BrI, with ωB97M-V/def2-TZVPD.

Element x y z (Å)
H1 4.3877 0.6738 -0.3884
H2 -2.5738 -1.0434 0.2695
C1 -1.5355 -0.6589 0.2194
H3 -2.3861 1.2699 -0.0763
Br1 0.3144 1.3602 -0.0654
I1 4.0076 -0.8517 -0.0349
C2 -1.4754 0.6192 -0.0782
H4 -0.7391 -1.3692 0.1544

Results
* SMILES: C=CBr.I
* LUMO: 0.53 eV
* HOMO: -9.66 eV

Computed, not measured: 2 unconnected molecules or ions with the total composition C2H4BrN, with ωB97M-V/def2-TZVPD.

Element x y z (Å)
Br1 3.1264 -0.7536 0.2019
N1 1.3088 -0.7592 0.6667
C1 0.3980 -0.1850 0.0837
H1 -1.4949 0.0777 1.1943
H2 0.7156 0.8397 -1.8472
H3 -1.2852 1.1032 -0.1139
H4 -1.7153 -0.4868 -0.3948
C2 -1.0533 0.1641 0.2093

Results
* LUMO (alpha / beta): -0.83 / -0.75 eV
* HOMO (alpha / beta): -8.19 / -9.63 eV

Computed, not measured: 2 unconnected molecules or ions with the total composition C2H4BrN, with ωB97M-V/def2-TZVPD.

Element x y z (Å)
H1 2.0509 1.1760 -0.3432
H2 0.2403 0.2363 -0.8005
Br1 3.0639 0.0723 -0.2227
H3 -1.0326 -1.4881 1.3201
C1 -1.1222 -0.9000 0.4886
N1 -1.8014 -0.6346 -0.4801
H4 -0.7524 1.2304 0.2111
C2 -0.6465 0.3077 -0.1732

Results
* SMILES: C1=NC1.Br
* LUMO: 0.50 eV
* HOMO: -10.11 eV

Computed, not measured: 2 unconnected molecules or ions with the total composition C2H4BrN3, with ωB97M-V/def2-TZVPD.

Element x y z (Å)
C1 -0.6834 1.0806 2.2256
H1 -1.3549 1.1695 2.9934
H2 -0.1594 -1.5850 -1.8438
N1 -0.1681 -1.0134 1.2124
N2 1.1386 0.1403 -2.0131
Br1 -0.3906 1.2731 -2.5132
H3 -0.2580 1.9603 1.8394
H4 1.6031 -1.8833 -1.6755
N3 -0.5637 -0.0627 1.6934
C2 0.8364 -1.0795 -1.9187

Results
* LUMO: 0.06 eV
* HOMO: -8.73 eV

Computed, not measured: a molecular structure, C2H4CaLiO, with ωB97M-V/def2-TZVPD.

Element x y z (Å)
H1 0.3185 -1.5934 -1.3517
C1 -0.3038 -0.5011 0.3505
H2 -1.4058 -1.8816 -0.8043
Li1 2.4368 0.0730 -0.0777
C2 -0.5331 -1.2282 -0.7681
H3 -1.1493 -0.2730 1.0172
O1 0.7227 0.3366 0.5112
H4 -0.9459 2.6385 0.2495
Ca1 0.8598 2.4292 0.8734

Results
* LUMO (alpha / beta): -0.50 / -0.43 eV
* expectation value of S²: 0.751
* multiplicity: 2
* HOMO (alpha / beta): -4.93 / -7.92 eV

Computed, not measured: a molecular structure, C2H4Cl2, with ωB97M-V/def2-TZVPD.

Element x y z (Å)
H1 -1.9142 -1.3459 -0.0936
C1 -0.2504 -0.0962 -0.2328
H2 0.4769 -0.8725 -0.4508
H3 2.3631 0.6710 0.9224
C2 -1.5379 -0.3282 -0.0355
Cl1 2.6543 0.0136 -0.1359
H4 -2.2409 0.4690 0.1869
Cl2 0.4490 1.4892 -0.1607

Results
* LUMO: 0.81 eV
* HOMO: -9.84 eV

Computed, not measured: a molecular structure, C2H4Cl2FeI2O12S, with ωB97M-V/def2-TZVPD.

Element x y z (Å)
Cl1 0.4773 -1.1222 -1.8727
H1 2.3491 0.1266 4.6834
S1 0.8443 -0.3494 2.0738
I1 -1.9971 2.9162 -0.6135
O1 -0.7623 -1.7466 -1.4075
O2 0.7614 -1.4604 -3.2249
Fe1 -1.8645 0.2118 -0.7402
O3 -4.8052 -0.1059 -4.1319
O4 0.7695 -1.6531 2.6255
Cl2 -3.5293 0.5572 -4.1586
O5 1.5691 -1.5279 -1.0260
O6 0.2217 0.3090 -1.7292
O7 2.3194 -0.0875 1.5056
O8 -3.7057 1.9864 -4.1856
I2 -3.7621 -1.1441 0.6036
O9 1.0034 0.6977 3.2664
H2 3.5495 -1.0161 2.9104
C1 3.1842 -0.0279 2.6352
O10 -0.0966 0.1338 1.1555
O11 -2.7870 0.1437 -5.3280
O12 -2.7807 0.1769 -2.9682
C2 2.3568 0.6746 3.7431
H3 4.0133 0.6006 2.3159
H4 2.6715 1.7066 3.8680

Results
* LUMO (alpha / beta): 3.71 / 3.71 eV
* expectation value of S²: 6.007
* multiplicity: 5
* HOMO (alpha / beta): -2.40 / -2.39 eV
* total charge: -2

Computed, not measured: a single C2H4Cl2N2O molecule, with ωB97M-V/def2-TZVPD.

Element x y z (Å)
O1 0.2611 -2.0765 0.6492
N1 -0.7884 -0.5362 -0.6212
H1 1.3883 0.7326 -0.5560
N2 -0.9104 1.0964 -0.6877
H2 -1.7309 1.2009 -1.2382
C1 0.3004 -1.0213 0.1161
H3 2.3553 -0.5764 0.6039
Cl1 -2.3472 -1.3421 -0.5948
Cl2 -1.2627 1.8343 0.8600
C2 1.4376 0.0047 0.2489
H4 1.2969 0.6837 1.2198

Results
* SMILES: CC(=O)N(Cl)NCl
* LUMO: -0.20 eV
* HOMO: -10.15 eV

Computed ΔE to the lowest compared entry with this formula, charge and spin (eV) in order:
1.367; 4.932; 2.404; 1.200; 0.428; 1.717; 0.000; 3.496